No. 1
Formula: C3H6O4S2
Source: OMol25
Level of theory: wB97M-V/def2-TZVPD

```
! wB97M-V def2-TZVPD RIJCOSX def2/J DEFGRID3
* xyz 0 1
C -0.65799 1.81170 -0.71102
C -1.55432 0.79793 -1.35960
C 1.55791 -1.61247 1.25108
O 1.71603 1.54602 0.74222
O -0.98060 -0.28918 1.45659
O -0.43324 -1.77624 -0.41589
O -0.94607 2.83864 -0.25454
S 1.08082 1.00723 -0.45737
S 0.04838 -0.78993 0.51692
H -1.51221 -0.17630 -0.91222
H -2.50458 1.24590 -1.51169
H -1.02951 0.51804 -2.30359
H 1.82965 -1.01930 2.18503
H 1.08940 -2.66447 1.35639
H 2.29633 -1.43755 0.41771
*
```

Summary:
* highest occupied orbital energy: -9.645 eV
* energy above the lowest of the compared OMol25 structures with the same formula, charge and spin: 0.918 eV
* Kohn-Sham gap: 8.842 eV
* M: 170.21 g mol⁻¹
* E_tot: -1215.14013 a.u.

=====

No. 2
Formula: C3H6O5S2
Source: OMol25
Level of theory: wB97M-V/def2-TZVPD

```
! wB97M-V def2-TZVPD RIJCOSX def2/J DEFGRID3
* xyz 0 1
C -0.24460 -0.36648 -0.62244
C 2.00167 0.50310 -0.24690
C 0.97536 -0.43138 0.23299
O -1.16966 -2.24503 0.90755
O -2.48547 -1.64792 -0.99908
O -0.41120 1.64530 1.47762
O -2.02114 2.03504 -0.46995
O -2.24404 0.01790 0.84499
S -1.60421 -1.25754 0.00540
S -1.29245 1.22945 0.41316
H -0.13080 -0.11449 -1.71005
H 2.05407 0.41189 -1.42942
H 2.89465 0.17411 0.17789
H 1.92180 1.54822 -0.13991
H 0.59099 -0.04862 1.28132
H 1.16504 -1.45354 0.27683
*
```

Summary:
* highest occupied orbital energy: -10.932 eV
* energy above the lowest of the compared OMol25 structures with the same formula, charge and spin: 1.942 eV
* Kohn-Sham gap: 10.555 eV
* M: 186.21 g mol⁻¹
* E_tot: -1290.36316 a.u.

=====

No. 3
Formula: C3H6OS
Source: OMol25
Level of theory: wB97M-V/def2-TZVPD

```
! wB97M-V def2-TZVPD RIJCOSX def2/J DEFGRID3
* xyz 0 1
C -1.92300 0.99495 -0.26246
C -1.35709 -0.32960 0.37463
C 1.35192 0.28027 0.45312
H -3.01047 0.83092 -0.14402
H -1.61503 1.19376 -1.25606
H -1.74122 1.95056 0.32008
H -2.12976 -1.05952 0.27086
H -1.32609 -0.02860 1.46548
H 1.24124 0.66276 1.44019
O 2.17036 0.80394 -0.24231
S 0.17422 -0.97844 -0.22186
*
```

Summary:
* highest occupied orbital energy: -9.328 eV
* energy above the lowest of the compared OMol25 structures with the same formula, charge and spin: 1.010 eV
* Kohn-Sham gap: 10.033 eV
* M: 90.15 g mol⁻¹
* SMILES: CCSC=O
* E_tot: -591.29590 a.u.

=====

No. 4
Formula: C3H6OS
Source: OMol25
Level of theory: wB97M-V/def2-TZVPD

```
! wB97M-V def2-TZVPD RIJCOSX def2/J DEFGRID3
* xyz 0 1
C -0.45060 -0.13231 0.00004
C 0.90420 -1.39441 -0.03739
C 0.05384 1.29007 -0.06593
O -2.72510 0.65167 -0.00986
S -1.95219 -0.56080 0.00127
H 0.79075 -1.78970 1.06990
H 0.97967 -2.21834 -0.80972
H 1.70972 -0.74384 0.01300
H 0.27557 1.73823 0.91977
H 1.08503 1.19047 -0.57204
H -0.67088 1.96895 -0.50903
*
```

Summary:
* highest occupied orbital energy: -9.188 eV
* energy above the lowest of the compared OMol25 structures with the same formula, charge and spin: 2.781 eV
* Kohn-Sham gap: 9.691 eV
* M: 90.15 g mol⁻¹
* E_tot: -591.23079 a.u.

=====

No. 5
Formula: C3H6OS2
Source: OMol25
Level of theory: wB97M-V/def2-TZVPD

```
! wB97M-V def2-TZVPD RIJCOSX def2/J DEFGRID3
* xyz 0 1
C 1.62709 0.23312 0.89745
C 0.49600 -0.76324 0.89894
C -1.33325 0.23396 -0.99554
H 2.65635 -0.55176 -0.45718
H 1.86440 0.54533 1.96054
H 1.39845 1.14754 0.25814
H 0.90415 -1.74210 1.18941
H -0.29336 -0.41511 1.56867
H -1.75239 0.08637 -1.99208
O 2.86056 -0.41645 0.49355
S -0.26930 -1.10999 -0.72317
S -1.75577 1.48738 0.01811
*
```

Summary:
* highest occupied orbital energy: -9.004 eV
* energy above the lowest of the compared OMol25 structures with the same formula, charge and spin: 1.143 eV
* Kohn-Sham gap: 8.514 eV
* M: 122.21 g mol⁻¹
* SMILES: OCCSC=S
* E_tot: -989.48653 a.u.

=====

No. 6
Formula: C3H6OS2
Source: OMol25
Level of theory: wB97M-V/def2-TZVPD

```
! wB97M-V def2-TZVPD RIJCOSX def2/J DEFGRID3
* xyz 0 1
C 0.79112 1.15888 -0.27486
C -0.51487 0.22469 0.26907
C -0.34362 -1.26602 0.21197
O 0.25050 1.11795 1.02715
S 2.39734 0.47866 -0.54380
S -2.07568 0.82468 -0.47252
H 0.49148 2.05084 -0.72434
H -0.81335 -1.64157 -0.78846
H -0.80385 -1.61093 1.15109
H 0.69698 -1.43718 0.11547
H 2.55063 0.46935 0.77771
H -2.62667 -0.36935 -0.74849
*
```

Summary:
* highest occupied orbital energy: -8.369 eV
* energy above the lowest of the compared OMol25 structures with the same formula, charge and spin: 2.737 eV
* Kohn-Sham gap: 9.073 eV
* M: 122.21 g mol⁻¹
* SMILES: C[C@@]1(S)O[C@H]1S
* E_tot: -989.42794 a.u.

=====

No. 7
Formula: C3H6OS3
Source: OMol25
Level of theory: wB97M-V/def2-TZVPD

```
! wB97M-V def2-TZVPD RIJCOSX def2/J DEFGRID3
* xyz 0 1
C 0.13057 -0.43880 -0.49024
C -0.78372 0.57102 0.00740
C 1.91024 -0.33095 0.19869
O -2.03917 -1.86275 0.64797
S -2.27785 0.89558 -0.92543
S -0.17420 2.00221 0.90705
S -0.85999 -1.03100 0.99346
H 0.13110 -0.82397 -1.45949
H 1.91241 0.67644 0.55802
H 2.48840 -0.60194 -0.60396
H 1.75275 -1.05305 0.97124
H -2.94223 -0.31654 -0.79312
H 0.75169 2.31374 -0.01158
*
```

Summary:
* highest occupied orbital energy: -8.886 eV
* energy above the lowest of the compared OMol25 structures with the same formula, charge and spin: 1.909 eV
* Kohn-Sham gap: 9.325 eV
* M: 154.28 g mol⁻¹
* E_tot: -1387.59005 a.u.

=====

No. 8
Formula: C3H6OS4
Source: OMol25
Level of theory: wB97M-V/def2-TZVPD

```
! wB97M-V def2-TZVPD RIJCOSX def2/J DEFGRID3
* xyz 0 1
C -1.38604 -1.29842 -0.46751
C -0.90006 1.05598 -1.03418
C -0.71211 -0.33911 -1.40876
O 0.05531 0.05377 2.07845
S -1.09259 -2.86954 -0.54628
S -2.69817 -0.67487 0.49383
S -2.50830 1.24498 -0.23715
S 1.10748 -0.58044 -1.36675
H -0.07884 1.29378 -0.39941
H -0.88099 1.71540 -1.96609
H -1.01105 -0.57368 -2.51157
H -0.68028 0.72575 2.28587
H 0.67452 0.16648 2.79122
H 1.12470 -1.85827 -1.87601
*
```

Summary:
* highest occupied orbital energy: -8.393 eV
* energy above the lowest of the compared OMol25 structures with the same formula, charge and spin: 0.000 eV
* Kohn-Sham gap: 7.976 eV
* M: 186.35 g mol⁻¹
* SMILES: S=C1SSC[C@H]1S.O
* E_tot: -1785.86551 a.u.

=====

No. 9
Formula: C3H6S
Source: OMol25
Level of theory: wB97M-V/def2-TZVPD

```
! wB97M-V def2-TZVPD RIJCOSX def2/J DEFGRID3
* xyz 0 1
C 0.60739 0.77570 0.42490
C 0.54626 -0.65633 0.56012
C -0.41262 -0.01250 -0.32483
S -2.21642 -0.11750 -0.01978
H 0.43937 1.35960 1.19777
H 1.42064 1.25411 -0.20234
H 1.95738 -2.21511 -0.79349
H 0.66716 -1.25018 1.54123
H -0.38587 -0.03939 -1.39407
H -2.62329 0.90160 -0.98953
*
```

Summary:
* highest occupied orbital energy (alpha / beta): -9.157 / -8.475 eV
* energy above the lowest of the compared OMol25 structures with the same formula, charge and spin: 5.914 eV
* Kohn-Sham gap (alpha / beta): 8.950 / 8.158 eV
* M: 74.15 g mol⁻¹
* E_tot: -515.84850 a.u.

=====

No. 10
Formula: C3H6S2
Source: OMol25
Level of theory: wB97M-V/def2-TZVPD

```
! wB97M-V def2-TZVPD RIJCOSX def2/J DEFGRID3
* xyz 0 1
C 1.08478 1.46473 -1.68818
C -1.35940 -0.65746 0.76342
C -0.18491 -1.61004 0.64427
S 2.16804 2.52906 -1.20349
S -1.08862 0.65964 1.68668
H 0.11188 1.24307 -1.19070
H 1.26092 0.69299 -2.45552
H -0.50779 -2.66071 1.07030
H 0.75087 -1.25877 1.21891
H 0.01532 -1.65885 -0.42219
H -2.25108 1.25634 1.57650
*
```

Summary:
* highest occupied orbital energy: -8.414 eV
* energy above the lowest of the compared OMol25 structures with the same formula, charge and spin: 4.123 eV
* Kohn-Sham gap: 7.982 eV
* M: 106.21 g mol⁻¹
* E_tot: -914.12415 a.u.

=====

No. 11
Formula: C3H6S2
Source: OMol25
Level of theory: wB97M-V/def2-TZVPD

```
! wB97M-V def2-TZVPD RIJCOSX def2/J DEFGRID3
* xyz 0 1
C -0.33667 -0.23418 1.53235
C -0.25972 0.45613 0.14323
C 0.77944 0.06225 -0.76568
H -0.98884 -1.10335 1.47991
H -0.63849 0.43516 2.31048
H 0.70059 -0.53035 1.82336
H 1.47813 -0.66515 -0.37117
H 1.26382 0.97047 -1.32467
H -0.94800 -0.16236 -2.32272
S -1.11841 1.77340 -0.31530
S 0.06815 -1.00201 -2.18978
*
```

Summary:
* highest occupied orbital energy: -8.852 eV
* energy above the lowest of the compared OMol25 structures with the same formula, charge and spin: 1.058 eV
* Kohn-Sham gap: 8.225 eV
* M: 106.22 g mol⁻¹
* SMILES: CC(=S)CS
* E_tot: -914.23679 a.u.

=====

No. 12
Formula: C3H6S3
Source: OMol25
Level of theory: wB97M-V/def2-TZVPD

```
! wB97M-V def2-TZVPD RIJCOSX def2/J DEFGRID3
* xyz 0 1
C -2.74873 -0.82924 0.41545
C 1.52068 0.56950 -0.24990
C 0.14817 1.01112 -0.59168
S -2.15231 -1.80916 -0.76487
S -3.49249 -1.59228 1.97531
S -0.92331 0.27933 -1.64421
H 1.85859 -0.27763 -0.98520
H 1.50314 0.27457 0.83070
H 2.28056 1.38786 -0.32004
H -0.46239 1.45675 0.10858
H -3.66468 -2.84352 1.46298
H -0.09334 -0.55507 -2.37689
*
```

Summary:
* highest occupied orbital energy (alpha / beta): -7.397 / -7.233 eV
* energy above the lowest of the compared OMol25 structures with the same formula, charge and spin: 4.670 eV
* Kohn-Sham gap (alpha / beta): 6.858 / 6.255 eV
* M: 138.28 g mol⁻¹
* SMILES: CC=[SH]#S#CS
* E_tot: -1312.28848 a.u.